C39H46As3Cl2IN3O5STi as an isolated structure at a distorted geometry, computed with wB97M-V/def2-TZVPD.

CARTESIAN COORDINATES (ANGSTROEM)
Ti -0.768 0.762 -0.907
C -1.726 -0.669 7.591
C -1.938 -0.609 6.108
C -3.159 -0.216 5.570
C -3.359 -0.180 4.198
C -2.323 -0.532 3.351
C -1.103 -0.951 3.866
C -0.913 -0.979 5.233
S -2.560 -0.534 1.600
O -2.015 -1.766 1.091
O -3.925 -0.184 1.336
N -1.539 0.609 1.037
C -1.728 1.961 1.271
C -2.646 2.576 2.120
C -2.616 3.957 2.146
C -1.734 4.669 1.325
C -0.894 3.965 0.490
N -0.867 2.630 0.499
H -2.524 -0.160 8.128
H -0.777 -0.210 7.869
H -1.700 -1.706 7.931
H -3.971 0.058 6.232
H -4.319 0.103 3.785
H -0.315 -1.270 3.193
H 0.039 -1.305 5.635
H -3.364 2.012 2.689
H -3.300 4.496 2.788
H -1.721 5.748 1.322
H -0.220 4.464 -0.196
C 1.286 -2.178 -2.910
As 0.215 -1.731 -1.339
C -1.218 -3.003 -1.648
C 1.044 -2.624 0.199
C 2.413 -2.231 0.788
C 2.694 -3.320 1.839
C 2.362 -0.893 1.546
As 1.534 0.757 0.825
C 3.032 1.945 0.397
C 1.146 1.554 2.561
C 3.475 -2.289 -0.316
As 5.472 -2.267 -0.112
C 5.787 -0.327 -0.161
C 5.898 -2.476 1.795
H 2.227 -1.645 -2.993
H 0.669 -1.954 -3.780
H 1.492 -3.248 -2.881
H -0.791 -4.005 -1.600
H -1.635 -2.851 -2.641
H -1.981 -2.882 -0.887
H 1.099 -3.675 -0.104
H 0.273 -2.568 0.973
H 1.817 -3.473 2.471
H 3.525 -3.052 2.483
H 2.926 -4.271 1.355
H 3.366 -0.617 1.879
H 1.785 -1.056 2.463
H 3.644 2.077 1.289
H 2.620 2.913 0.110
H 3.662 1.579 -0.405
H 1.994 1.356 3.218
H 0.246 1.125 2.993
H 1.026 2.630 2.453
H 3.322 -1.484 -1.041
H 3.300 -3.210 -0.879
H 5.464 0.080 -1.120
H 6.861 -0.162 -0.080
H 5.294 0.204 0.650
H 5.713 -3.494 2.130
H 5.376 -1.771 2.440
H 6.969 -2.288 1.872
Cl -2.867 4.355 -3.446
C -1.257 3.821 -3.696
C -0.459 4.428 -4.691
C 0.825 4.019 -4.913
Cl 1.769 4.782 -6.145
C 1.403 2.972 -4.149
C 2.706 2.460 -4.294
C 3.111 1.440 -3.470
C 2.227 0.942 -2.503
N 1.000 1.384 -2.337
C 0.593 2.388 -3.160
C -0.738 2.802 -2.936
O -1.374 2.146 -1.991
H -0.884 5.226 -5.283
H 3.367 2.868 -5.046
H 4.101 1.015 -3.548
H 2.552 0.155 -1.839
I -7.910 -2.940 -4.620
C -6.118 -2.096 -3.981
C -5.096 -1.881 -4.900
C -3.905 -1.323 -4.473
C -3.736 -0.982 -3.133
C -4.764 -1.198 -2.218
C -5.957 -1.757 -2.645
C -2.447 -0.406 -2.685
O -1.467 -0.230 -3.405
O -2.375 -0.159 -1.399
H -5.235 -2.148 -5.938
H -3.097 -1.142 -5.169
H -4.624 -0.929 -1.179
H -6.758 -1.929 -1.940

Values from the calculation:
Energy above the lowest of the compared OMol25 structures with the same formula, charge and spin (eV): 0.752
Kohn-Sham gap (eV): 7.120
Total charge: +1

---

C52H74BaN4O3S2 as an isolated structure at a distorted geometry, computed with wB97M-V/def2-TZVPD.

CARTESIAN COORDINATES (ANGSTROEM)
Ba 0.036 0.119 0.404
C -0.838 -1.779 -3.678
N 0.213 -1.468 -2.724
C 0.972 -2.658 -2.391
C 1.048 -0.422 -3.323
C 2.288 -0.041 -2.542
N 2.093 0.804 -1.357
C 1.580 2.148 -1.772
C 1.778 3.274 -0.781
C 2.668 4.291 -1.097
C 2.930 5.344 -0.230
C 2.262 5.327 0.993
C 1.360 4.332 1.371
C 1.088 3.301 0.453
O 0.219 2.327 0.701
C 0.706 4.328 2.754
C -0.823 4.366 2.633
C 1.117 5.546 3.583
C 1.151 3.073 3.513
C 3.911 6.445 -0.641
C 5.273 5.830 -0.987
C 4.115 7.473 0.471
C 3.376 7.177 -1.877
C 3.400 0.896 -0.657
C 3.488 1.060 0.854
C 4.363 2.016 1.347
C 4.756 2.051 2.681
C 4.267 1.044 3.502
C 3.366 0.063 3.076
C 2.918 0.108 1.741
O 1.965 -0.717 1.293
C 2.873 -1.017 4.045
C 1.383 -0.830 4.325
C 3.112 -2.413 3.455
C 3.593 -0.973 5.396
C 5.715 3.138 3.173
C 6.047 2.987 4.654
C 7.019 3.079 2.371
C 5.072 4.512 2.968
H -0.428 -2.147 -4.634
H -1.427 -0.884 -3.884
H -1.500 -2.545 -3.272
H 1.593 -3.013 -3.233
H 0.274 -3.457 -2.134
H 1.627 -2.501 -1.533
H 0.408 0.445 -3.502
H 1.402 -0.752 -4.317
H 2.984 0.460 -3.236
H 2.800 -0.947 -2.221
H 0.516 2.053 -2.019
H 2.116 2.431 -2.691
H 3.176 4.245 -2.057
H 2.468 6.116 1.701
H -1.138 5.238 2.053
H -1.273 4.453 3.628
H -1.219 3.478 2.143
H 0.813 6.484 3.111
H 2.193 5.595 3.762
H 0.625 5.492 4.558
H 0.828 2.164 3.007
H 0.743 3.077 4.531
H 2.240 3.026 3.597
H 5.708 5.320 -0.124
H 5.975 6.606 -1.306
H 5.190 5.104 -1.799
H 4.508 7.020 1.384
H 3.188 7.991 0.727
H 4.833 8.230 0.143
H 3.254 6.498 -2.724
H 4.068 7.968 -2.179
H 2.403 7.630 -1.676
H 3.993 1.692 -1.131
H 3.917 -0.042 -0.870
H 4.748 2.751 0.643
H 4.590 1.022 4.530
H 0.793 -0.924 3.417
H 1.190 0.154 4.764
H 1.029 -1.584 5.038
H 2.641 -2.526 2.481
H 2.716 -3.175 4.136
H 4.183 -2.596 3.337
H 3.384 -0.058 5.955
H 4.677 -1.063 5.289
H 3.247 -1.811 6.006
H 6.566 2.050 4.872
H 5.149 3.021 5.276
H 6.698 3.807 4.966
H 7.478 2.090 2.442
H 7.736 3.818 2.740
H 6.846 3.287 1.313
H 4.177 4.623 3.586
H 4.759 4.659 1.934
H 5.775 5.309 3.236
C -0.406 -3.599 0.862
C -1.581 -3.066 0.057
N -1.682 -1.830 -0.341
C -2.824 -1.589 -1.084
C -3.612 -2.681 -1.228
S -2.901 -4.025 -0.449
C -3.070 -0.218 -1.665
C -4.036 0.063 -2.570
S -4.010 1.724 -2.936
C -2.711 1.957 -1.876
N -2.295 0.873 -1.275
C -2.079 3.302 -1.640
H 0.328 -2.818 1.133
H 0.131 -4.356 0.289
H -0.753 -4.058 1.786
H -4.556 -2.755 -1.742
H -4.738 -0.620 -3.018
H -2.843 4.062 -1.474
H -1.479 3.597 -2.502
H -1.428 3.239 -0.766
C -2.380 -1.576 8.958
C -2.306 -1.113 7.527
C -2.440 0.227 7.205
C -2.353 0.667 5.887
C -2.522 2.143 5.613
C -2.104 -0.277 4.884
C -1.912 0.217 3.502
O -1.536 -0.466 2.568
C -1.994 -1.646 5.178
C -1.760 -2.720 4.148
C -2.102 -2.034 6.505
H -2.617 -0.753 9.631
H -1.435 -2.014 9.284
H -3.148 -2.342 9.073
H -2.619 0.952 7.991
H -2.808 2.654 6.531
H -3.293 2.351 4.870
H -1.608 2.613 5.249
H -2.092 1.289 3.329
H -0.750 -2.668 3.740
H -2.435 -2.638 3.296
H -1.896 -3.695 4.616
H -2.017 -3.089 6.743

Values from the calculation:
Energy above the lowest of the compared OMol25 structures with the same formula, charge and spin (eV): 0.801
Kohn-Sham gap (eV): 6.397

---

A 2-piece molecular cluster, C16H37FN4O6P2S overall, computed with wB97M-V/def2-TZVPD.

CARTESIAN COORDINATES (ANGSTROEM)
C 3.094 1.402 3.210
C 2.510 2.094 1.967
S 0.898 1.393 1.528
C -0.181 2.805 1.194
C -0.908 3.431 2.396
C -1.502 2.363 3.448
O -1.723 2.859 4.550
O -1.699 1.222 2.965
N -2.038 4.238 1.904
F -1.571 5.041 0.819
P -3.508 3.476 1.552
N -4.385 3.312 2.792
O -4.063 4.464 0.423
O -3.174 2.152 0.682
P 0.212 4.559 3.339
N 1.109 3.956 4.458
O -0.805 5.695 3.817
O 1.097 5.273 2.159
H 2.337 0.775 3.674
H 3.412 2.121 3.958
H 3.920 0.747 2.934
H 3.195 1.953 1.130
H 2.409 3.160 2.126
H -0.926 2.437 0.501
H 0.409 3.538 0.654
H -4.635 2.369 3.050
H -4.410 3.941 -0.302
H -3.402 1.369 1.197
H 2.104 4.071 4.308
H -0.314 6.479 4.075
H 1.938 5.554 2.531
C 1.952 -0.098 -2.114
C 1.301 -0.969 -1.045
C 1.812 -2.403 -1.005
C 1.475 -3.347 -2.142
N 0.016 -3.590 -2.474
C -0.604 -2.487 -3.293
C 0.004 -2.633 -4.677
C 0.202 -4.149 -4.861
C 0.004 -4.749 -3.464
C -0.837 -3.989 -1.282
C -1.387 -2.897 -0.348
C -0.733 -2.723 1.028
H 1.914 -0.553 -3.110
H 1.451 0.867 -2.172
H 2.999 0.092 -1.874
H 0.218 -0.940 -1.150
H 1.469 -0.532 -0.065
H 1.524 -2.878 -0.066
H 2.906 -2.375 -0.972
H 1.867 -4.330 -1.883
H 1.957 -3.047 -3.072
H -1.677 -2.677 -3.296
H -0.408 -1.522 -2.843
H 0.960 -2.113 -4.728
H -0.633 -2.189 -5.438
H 1.185 -4.379 -5.267
H -0.531 -4.570 -5.545
H 0.760 -5.469 -3.168
H -0.973 -5.219 -3.389
H -0.271 -4.749 -0.743
H -1.697 -4.477 -1.734
H -2.422 -3.197 -0.170
H -1.463 -1.939 -0.860
H -0.284 -3.655 1.378
H -1.481 -2.422 1.758
H 0.025 -1.943 1.045

Values from the calculation:
Energy above the lowest of the compared OMol25 structures with the same formula, charge and spin (eV): 0.000
Kohn-Sham gap (eV): 6.181

---

An isolated ion of composition C6H11O and charge -1 at a distorted geometry, computed with wB97M-V/def2-TZVPD.

CARTESIAN COORDINATES (ANGSTROEM)
C 1.228 1.320 1.538
O 1.108 2.647 1.637
C -0.146 0.601 1.446
C -0.148 -0.808 0.872
C 0.226 -0.914 -0.598
C -1.189 -0.540 -2.644
C -0.624 -0.098 -1.520
H 1.768 1.010 0.590
H 1.851 0.782 2.305
H -0.798 1.241 0.851
H -0.589 0.621 2.452
H -1.152 -1.249 1.017
H 0.346 -1.588 1.468
H 0.205 -1.961 -0.934
H 1.252 -0.590 -0.811
H -0.830 -1.493 -3.030
H -1.873 0.036 -3.250
H -0.635 0.981 -1.389

Values from the calculation:
Energy above the lowest of the compared OMol25 structures with the same formula, charge and spin (eV): 0.623
Kohn-Sham gap (eV): 5.786
Structure (SMILES): C=CCCCC[O-]
Total charge: -1

---

One molecule with the formula C6H6 at a distorted geometry, computed with wB97M-V/def2-TZVPD.

CARTESIAN COORDINATES (ANGSTROEM)
C -3.122 -0.369 0.044
C -1.973 -0.079 -0.059
C -0.715 0.401 -0.053
C 0.745 -0.031 0.162
C 0.386 1.388 -0.065
C 1.801 -0.952 -0.011
H -4.067 -0.774 0.397
H 0.564 1.860 -1.114
H 0.346 2.001 0.894
H 2.194 -0.774 -1.052
H 1.247 -1.846 0.047
H 2.594 -0.826 0.810

Values from the calculation:
Energy above the lowest of the compared OMol25 structures with the same formula, charge and spin (eV): 6.349
Kohn-Sham gap (eV): 7.851
Structure (SMILES): C#CC1=C(C)C1